The following is a quantum chemistry calculation of one molecule with the formula C20H22BrNO3S, from the OMol25 dataset.

Structure (XYZ):
```
48
Properties=species:S:1:pos:R:3:nbo_charge:R:1
C 3.286 -3.634 -1.764 -0.63
C 2.724 -2.266 -1.531 -0.01
C 3.197 -1.477 -0.489 -0.23
C 2.684 -0.213 -0.265 -0.15
C 1.691 0.301 -1.087 -0.06
C 1.202 -0.491 -2.118 -0.21
C 1.710 -1.759 -2.333 -0.21
H 1.323 -2.358 -3.145 0.21
H 0.431 -0.101 -2.767 0.22
C 1.176 1.703 -0.893 -0.24
N -0.262 1.781 -1.013 -0.62
C -0.881 2.401 -2.030 0.65
O -0.321 2.975 -2.936 -0.62
C -2.416 2.334 -1.967 -0.18
H -2.808 3.328 -2.206 0.24
H -2.775 1.611 -2.703 0.22
O -2.903 1.904 -0.701 -0.53
C -3.104 2.854 0.229 0.79
O -2.992 4.030 0.031 -0.57
C -3.448 2.239 1.565 -0.63
H -3.942 1.275 1.481 0.24
H -4.054 2.937 2.141 0.26
S -1.906 2.079 2.534 0.29
C -1.153 0.550 2.037 -0.17
C -1.686 -0.310 1.087 -0.30
C -1.071 -1.516 0.770 0.06
C 0.091 -1.840 1.457 -0.13
C 0.653 -0.978 2.383 -0.16
C 0.050 0.230 2.682 -0.05
C 0.648 1.165 3.682 -0.64
H 0.805 2.146 3.234 0.23
H 1.597 0.786 4.051 0.22
H -0.032 1.300 4.523 0.23
H 1.567 -1.258 2.885 0.22
Br 0.925 -3.520 1.164 0.05
C -1.643 -2.421 -0.271 -0.65
H -1.894 -3.390 0.160 0.23
H -2.539 -1.991 -0.712 0.21
H -0.908 -2.591 -1.059 0.24
H -2.602 -0.067 0.573 0.23
H -0.803 1.235 -0.357 0.42
H 1.584 2.360 -1.668 0.25
H 1.476 2.084 0.088 0.20
H 3.068 0.388 0.547 0.20
H 3.977 -1.861 0.153 0.21
H 3.033 -3.994 -2.758 0.21
H 2.879 -4.332 -1.032 0.22
H 4.368 -3.628 -1.654 0.22
```

Results
Charge: 0
Relative energy (zero: lowest compared OMol25 entry of this formula, charge and spin), kcal/mol: 0.0
HOMO energy, eV: -8.40
LUMO energy, eV: 0.49
Kohn-Sham gap, eV: 8.89
Total energy, eV: -109609.030

***

The following is a quantum chemistry calculation of C20H22CeClNO2P as an isolated structure in a non-equilibrium geometry, from the OMol25 dataset.

Structure (XYZ):
```
48
Properties=species:S:1:pos:R:3:mulliken_charge:R:1
Ce -1.245 -0.595 1.811 1.05
Cl -0.334 1.372 3.131 -0.37
P 0.111 0.921 -0.179 0.29
C -1.270 -0.096 -0.825 0.14
C -1.133 -0.889 -1.991 -0.77
C -2.253 -1.437 -2.600 -0.66
C -3.531 -1.258 -2.050 -0.61
C -3.680 -0.594 -0.850 -0.67
C -2.574 0.024 -0.219 0.40
C -0.223 2.677 -0.480 0.70
C 0.610 3.579 0.209 -0.42
C 0.380 4.949 0.086 -0.67
C -0.605 5.424 -0.792 -0.42
C -1.408 4.525 -1.508 -0.67
C -1.220 3.145 -1.358 -0.12
C 1.609 0.501 -1.075 0.23
C 2.627 -0.178 -0.378 -0.40
C 3.833 -0.445 -1.013 -0.60
C 4.044 -0.041 -2.332 -0.47
C 3.022 0.592 -3.040 -0.72
C 1.805 0.871 -2.413 -0.07
H 1.430 3.195 0.830 0.35
H 0.976 5.666 0.654 0.40
H -0.753 6.504 -0.925 0.39
H -2.174 4.902 -2.200 0.39
H -1.824 2.425 -1.930 0.34
H -0.132 -1.034 -2.394 0.57
H -2.142 -2.020 -3.512 0.48
H -4.401 -1.651 -2.579 0.43
H -4.661 -0.468 -0.404 0.51
H -2.822 0.715 0.629 0.41
H 2.450 -0.483 0.652 0.33
H 4.630 -0.948 -0.476 0.40
H 5.002 -0.230 -2.808 0.42
H 3.166 0.895 -4.081 0.40
H 1.005 1.370 -2.954 0.49
H -0.374 -4.415 -2.533 -0.06
H 0.373 -4.349 -2.493 0.07
N -0.043 -3.737 5.462 -0.27
C 0.699 -3.586 4.163 -0.55
C -0.009 -2.526 3.374 0.96
O -1.204 -2.234 3.722 -0.79
O 0.553 -1.968 2.349 -0.59
H 0.462 -3.213 6.189 0.38
H -0.054 -4.700 5.815 0.38
H -1.021 -3.401 5.401 0.34
H 1.716 -3.269 4.346 0.35
H 0.589 -4.488 3.567 0.30
```

Results
Charge: +2
Relative energy (zero: lowest compared OMol25 entry of this formula, charge and spin), kcal/mol: 0.0
HOMO energy (spin up / spin down), eV: -13.72 / -13.72
LUMO energy (spin up / spin down), eV: -6.35 / -6.31
2S+1: 2
Kohn-Sham gap (spin up / spin down), eV: 7.37 / 7.41
Total energy, eV: -61409.283
<S²>: 0.75